Entry 1:
{
  "formula": "C10H31ClO17P3",
  "method": "the ωB97M-V functional and the def2-TZVPD basis",
  "homo_ha": -0.20273,
  "total_energy_ha": -3162.92286,
  "e_above_lowest_kcal_mol": 64.1,
  "total_charge": -1,
  "elements": ["Cl", "O", "O", "O", "O", "C", "O", "P", "O", "O", "C", "O", "C", "H", "H", "H", "H", "H", "H", "H", "H", "H", "C", "O", "P", "O", "O", "C", "O", "C", "H", "H", "H", "H", "H", "H", "H", "H", "H", "C", "O", "P", "O", "O", "C", "O", "C", "H", "H", "H", "H", "H", "H", "H", "H", "H", "C", "O", "H", "H", "H", "H"],
  "positions_angstrom": [[-2.527, -1.779, 1.446], [-1.648, -0.608, 1.672], [-2.050, -2.986, 2.041], [-3.811, -1.471, 1.930], [-2.592, -1.860, 0.039], [6.411, -3.689, 8.819], [5.970, -3.145, 7.565], [4.882, -3.990, 6.800], [4.984, -5.504, 6.957], [3.469, -3.371, 7.256], [2.394, -4.177, 7.614], [5.143, -3.565, 5.280], [4.046, -3.671, 4.307], [5.829, -4.558, 9.126], [6.621, -2.927, 9.570], [7.406, -4.076, 8.600], [1.551, -3.700, 7.114], [2.024, -4.092, 8.635], [2.475, -5.170, 7.171], [4.447, -3.973, 3.340], [3.427, -2.776, 4.253], [3.349, -4.461, 4.591], [-3.499, 4.926, -0.901], [-3.781, 6.060, -1.739], [-3.220, 7.451, -1.197], [-3.664, 7.832, 0.159], [-1.607, 7.497, -1.541], [-0.597, 7.014, -0.650], [-3.904, 8.442, -2.258], [-5.254, 8.365, -2.606], [-4.469, 4.519, -0.613], [-2.856, 5.089, -0.036], [-3.227, 4.172, -1.640], [-0.242, 6.049, -1.014], [-1.089, 6.919, 0.318], [0.234, 7.685, -0.432], [-5.715, 9.059, -1.902], [-5.636, 7.362, -2.416], [-5.574, 8.624, -3.615], [0.715, -2.437, -6.195], [-0.355, -2.610, -7.189], [-0.033, -3.420, -8.559], [-0.235, -2.640, -9.804], [1.423, -4.086, -8.425], [1.933, -5.017, -9.372], [-0.959, -4.711, -8.450], [-0.839, -5.726, -7.497], [1.569, -3.115, -6.210], [0.143, -2.780, -5.333], [1.037, -1.419, -5.978], [2.012, -6.025, -8.965], [2.947, -4.738, -9.659], [1.463, -5.006, -10.356], [-1.153, -5.404, -6.504], [0.182, -6.037, -7.274], [-1.432, -6.618, -7.701], [-2.700, 4.695, 5.424], [-2.370, 6.020, 5.246], [-2.258, 4.223, 4.546], [-2.267, 4.266, 6.327], [-3.788, 4.634, 5.425], [-2.733, 6.435, 4.460]]
}

Entry 2:
{
  "formula": "C5H10O",
  "method": "the ωB97M-V functional and the def2-TZVPD basis",
  "homo_ha": -0.34365,
  "total_energy_ha": -271.70599,
  "smiles": "C[C@H]1CCCO1",
  "e_above_lowest_kcal_mol": 29.3,
  "elements": ["C", "C", "C", "C", "C", "O", "H", "H", "H", "H", "H", "H", "H", "H", "H", "H"],
  "positions_angstrom": [[-0.447, 1.248, -1.515], [-0.736, 0.134, -0.523], [0.383, -0.921, -0.390], [0.383, -1.212, 1.122], [0.185, 0.229, 1.577], [-0.890, 0.705, 0.800], [-1.277, 1.962, -1.542], [-0.302, 0.849, -2.526], [0.462, 1.783, -1.218], [-1.685, -0.358, -0.785], [0.208, -1.792, -1.029], [1.348, -0.477, -0.668], [1.331, -1.575, 1.513], [-0.403, -1.951, 1.351], [1.220, 0.767, 1.410], [0.330, 0.678, 2.540]]
}

Entry 3:
{
  "formula": "C2H2N3O",
  "method": "the ωB97M-V functional and the def2-TZVPD basis",
  "homo_ha": [-0.62434, -0.62432],
  "total_energy_ha": -316.38197,
  "smiles": "N#CC(=[NH2+])N=O",
  "e_above_lowest_kcal_mol": 130.6,
  "total_charge": 1,
  "elements": ["N", "C", "C", "N", "N", "O", "H", "H"],
  "positions_angstrom": [[1.054, -1.100, 3.051], [1.140, -0.988, 1.942], [1.241, -0.962, 0.543], [-0.305, -0.246, 0.179], [2.180, -1.225, -0.201], [3.097, -1.558, -0.796], [-0.701, -0.896, -0.414], [-0.914, -0.224, 0.966]]
}

What did the first record say?
{
  "formula": "C10H31ClO17P3",
  "method": "the ωB97M-V functional and the def2-TZVPD basis",
  "homo_ha": -0.20273,
  "total_energy_ha": -3162.92286,
  "e_above_lowest_kcal_mol": 64.1,
  "total_charge": -1,
  "elements": ["Cl", "O", "O", "O", "O", "C", "O", "P", "O", "O", "C", "O", "C", "H", "H", "H", "H", "H", "H", "H", "H", "H", "C", "O", "P", "O", "O", "C", "O", "C", "H", "H", "H", "H", "H", "H", "H", "H", "H", "C", "O", "P", "O", "O", "C", "O", "C", "H", "H", "H", "H", "H", "H", "H", "H", "H", "C", "O", "H", "H", "H", "H"],
  "positions_angstrom": [[-2.527, -1.779, 1.446], [-1.648, -0.608, 1.672], [-2.050, -2.986, 2.041], [-3.811, -1.471, 1.930], [-2.592, -1.860, 0.039], [6.411, -3.689, 8.819], [5.970, -3.145, 7.565], [4.882, -3.990, 6.800], [4.984, -5.504, 6.957], [3.469, -3.371, 7.256], [2.394, -4.177, 7.614], [5.143, -3.565, 5.280], [4.046, -3.671, 4.307], [5.829, -4.558, 9.126], [6.621, -2.927, 9.570], [7.406, -4.076, 8.600], [1.551, -3.700, 7.114], [2.024, -4.092, 8.635], [2.475, -5.170, 7.171], [4.447, -3.973, 3.340], [3.427, -2.776, 4.253], [3.349, -4.461, 4.591], [-3.499, 4.926, -0.901], [-3.781, 6.060, -1.739], [-3.220, 7.451, -1.197], [-3.664, 7.832, 0.159], [-1.607, 7.497, -1.541], [-0.597, 7.014, -0.650], [-3.904, 8.442, -2.258], [-5.254, 8.365, -2.606], [-4.469, 4.519, -0.613], [-2.856, 5.089, -0.036], [-3.227, 4.172, -1.640], [-0.242, 6.049, -1.014], [-1.089, 6.919, 0.318], [0.234, 7.685, -0.432], [-5.715, 9.059, -1.902], [-5.636, 7.362, -2.416], [-5.574, 8.624, -3.615], [0.715, -2.437, -6.195], [-0.355, -2.610, -7.189], [-0.033, -3.420, -8.559], [-0.235, -2.640, -9.804], [1.423, -4.086, -8.425], [1.933, -5.017, -9.372], [-0.959, -4.711, -8.450], [-0.839, -5.726, -7.497], [1.569, -3.115, -6.210], [0.143, -2.780, -5.333], [1.037, -1.419, -5.978], [2.012, -6.025, -8.965], [2.947, -4.738, -9.659], [1.463, -5.006, -10.356], [-1.153, -5.404, -6.504], [0.182, -6.037, -7.274], [-1.432, -6.618, -7.701], [-2.700, 4.695, 5.424], [-2.370, 6.020, 5.246], [-2.258, 4.223, 4.546], [-2.267, 4.266, 6.327], [-3.788, 4.634, 5.425], [-2.733, 6.435, 4.460]]
}